{
  "formula": "C35H38N2O2P2PtS2",
  "method": "ωB97M-V with the def2-TZVPD basis set",
  "symbols": ["C", "O", "H", "C", "H", "C", "H", "C", "C", "H", "N", "C", "H", "H", "C", "C", "H", "H", "H", "C", "N", "H", "C", "H", "C", "H", "H", "H", "H", "C", "H", "H", "C", "C", "C", "H", "C", "H", "C", "H", "H", "C", "C", "Pt", "C", "C", "H", "H", "C", "C", "H", "H", "C", "C", "P", "C", "H", "S", "H", "H", "S", "H", "C", "H", "C", "H", "C", "C", "H", "C", "H", "C", "H", "P", "C", "C", "H", "O", "H", "H", "H", "C"],
  "coordinates": [[-0.75261, -2.96924, 0.75885], [-3.36508, 4.27377, 0.35878], [-1.94342, -2.17829, -2.32664], [-1.33109, 5.33937, 2.59524], [-1.13148, 1.92419, -1.74724], [-2.15764, 6.43630, 1.96510], [-0.27975, 5.42504, 2.31442], [2.24063, 0.18947, 2.38606], [-1.84521, -0.07348, 3.36915], [-3.92781, -4.17701, 0.88143], [-0.07222, 0.25491, 1.82686], [-0.47796, 0.24671, -2.92940], [-1.81875, 7.39005, 2.37281], [3.12698, -0.42155, 4.24852], [0.82651, 0.12708, 2.80759], [-4.22973, 3.69201, -0.63841], [-2.90881, -0.15136, 3.54198], [-4.89760, 2.06291, 0.60613], [1.14864, -0.13470, 4.91879], [-0.77502, -2.44209, -0.54065], [2.45014, 0.54324, 1.10924], [3.11600, -0.68664, -3.57931], [-0.43490, 0.11467, -5.33091], [5.12409, -4.86831, -1.65602], [1.96909, -3.88441, -0.96375], [-4.64004, 4.53472, -1.19194], [2.68336, 0.04810, -2.05237], [3.80405, 0.97920, -0.37308], [-1.40333, 5.38489, 3.68073], [-0.74023, 0.81471, -4.17064], [2.99328, -5.75122, -0.74672], [-2.04140, 0.25996, 1.24641], [0.42864, -1.71523, -4.03789], [-0.92866, -0.16731, 4.40330], [4.79986, 0.34103, 1.42489], [5.25229, -2.54140, -2.44333], [-3.05979, -3.19086, -0.81638], [-1.71446, 0.34303, -1.20871], [4.32918, -2.91319, -2.01494], [0.91043, -2.68450, -3.97766], [1.03540, -4.27813, -0.58457], [3.35952, -0.67357, -2.51494], [-1.92770, -2.57221, -1.31844], [0.70333, 0.69375, -0.25709], [4.59343, -0.05436, 2.73629], [-3.04890, -3.69328, 0.47611], [4.38077, -0.30576, -2.41488], [-0.63712, 0.56465, -6.29428], [4.25635, -4.22656, -1.57958], [0.47190, -2.96417, 1.63372], [-5.95182, 2.41573, -0.76783], [-3.63731, 3.09483, -1.33941], [3.23474, -2.05722, -1.93399], [2.04425, -2.55401, -1.37436], [-2.13019, 3.33920, 0.87051], [-1.90281, -3.58487, 1.24575], [-2.03801, 6.46716, 0.88446], [-0.66244, 4.14550, -0.51301], [-5.94908, 3.48696, 0.64064], [-1.88946, -3.99387, 2.24961], [0.95112, 2.97198, 0.02132], [-1.26013, -0.31829, 5.42179], [3.30233, -0.12071, 3.22668], [5.79225, 0.42203, 1.00612], [3.69807, 0.63637, 0.64668], [-3.21482, 6.31758, 2.19654], [0.13782, -1.00363, -2.88365], [-1.37194, 0.14666, 2.08866], [1.24041, -2.27499, 1.28453], [3.06782, -4.72010, -1.06473], [0.35318, -1.69134, -6.18138], [0.42294, -0.06618, 4.12218], [-3.94278, -3.28148, -1.43440], [0.60790, -1.46162, -1.20757], [0.12943, -1.15241, -5.27071], [-5.32295, 2.86560, 0.00143], [0.92459, -3.95745, 1.66080], [-1.74415, 3.98837, 2.27442], [0.20635, -2.70216, 2.65801], [-1.18352, 1.80125, -4.22850], [5.42993, -0.30284, 3.37513], [-0.85489, 0.87901, -1.62834]],
  "mulliken_charge": [1.257, -0.266, 0.435, -0.250, 0.690, -0.959, 0.253, 0.822, -1.241, 0.429, 0.748, 0.149, 0.420, 0.410, 0.567, -0.172, 0.578, 0.215, 0.452, 1.132, 0.187, 0.399, -0.676, 0.421, -1.057, 0.335, -0.025, 0.668, 0.316, -1.023, 0.473, 0.594, -0.866, -0.874, -1.033, 0.499, -0.875, 0.206, -0.842, 0.564, 0.692, -1.682, -1.257, 2.482, -0.582, -0.882, 0.554, 0.425, -0.790, -1.705, 0.406, 0.152, 1.017, 1.271, 0.356, -0.893, 0.261, -0.271, 0.311, 0.497, -0.291, 0.489, -1.243, 0.463, -0.145, 0.241, 0.527, -0.315, 0.002, -0.901, 0.458, -0.940, 0.486, -0.386, -0.759, -1.048, 0.538, -0.443, 0.527, 0.557, 0.473, -0.713],
  "spin_multiplicity": 2,
  "homo_ev": [-10.1, -10.1],
  "homo_lumo_gap_ha": [0.253, 0.225],
  "relative_energy_kj_mol": 77.5,
  "s_squared": 0.755,
  "charge": 1,
  "e_lumo_ev": [-3.20, -3.94]
}

=====

{
  "formula": "C4H3Li2O2Yb",
  "method": "ωB97M-V with the def2-TZVPD basis set",
  "symbols": ["C", "O", "C", "H", "Li", "Yb", "C", "O", "H", "Li", "H", "C"],
  "coordinates": [[0.63101, -0.55061, -0.83737], [0.04124, -1.63700, -1.37594], [0.17885, 2.34757, 1.43482], [1.76555, 1.62637, 0.25662], [-1.06132, 1.94537, -0.74316], [-1.48154, -2.52961, -0.01703], [-0.03176, 0.32944, -0.04237], [0.77523, 3.35988, 2.00234], [1.73201, -0.65113, -0.77039], [2.33491, 4.10978, 2.13610], [-0.89732, 2.20996, 1.68605], [0.71573, 1.45357, 0.55065]],
  "mulliken_charge": [0.211, -0.669, 0.185, 0.119, 0.780, 1.199, -0.553, -0.839, 0.285, 0.900, 0.279, -0.898],
  "homo_ev": -8.8,
  "homo_lumo_gap_ha": 0.151,
  "relative_energy_kj_mol": 0.0,
  "charge": 1,
  "e_lumo_ev": -4.71
}

=====

{
  "formula": "C5H10O",
  "method": "ωB97M-V with the def2-TZVPD basis set",
  "symbols": ["C", "H", "O", "C", "H", "H", "H", "H", "H", "H", "C", "H", "C", "H", "H", "C"],
  "coordinates": [[-0.92427, -0.59136, -0.24827], [1.84411, -1.19973, -1.12299], [1.22524, 1.12583, -1.09373], [1.42298, 0.47929, 0.14204], [1.87942, 1.11670, 0.89286], [-1.38396, -1.57357, -0.06433], [0.29292, -0.62916, 1.58204], [-0.69615, -0.53294, -1.31425], [-2.80070, 0.49885, -0.35599], [0.77820, 1.95793, -0.88831], [0.35664, -0.46201, 0.49573], [-1.37487, 1.49662, -0.00060], [-1.85527, 0.52894, 0.18653], [1.50076, -1.73659, 0.59679], [-2.06396, 0.46760, 1.26174], [1.79891, -0.94640, -0.06925]],
  "mulliken_charge": [-0.355, 0.247, -0.525, -0.055, 0.305, 0.291, 0.429, 0.239, 0.341, 0.336, -0.159, 0.270, -1.092, 0.446, 0.302, -1.022],
  "homo_ev": -8.6,
  "smiles": "CC[C@H]1C[C@H]1O",
  "homo_lumo_gap_ha": 0.348,
  "relative_energy_kj_mol": 277.0,
  "e_lumo_ev": 0.89
}

=====

{
  "formula": "C6H12O",
  "method": "ωB97M-V with the def2-TZVPD basis set",
  "symbols": ["H", "H", "C", "H", "C", "H", "O", "C", "H", "H", "H", "H", "C", "C", "C", "H", "H", "H", "H"],
  "coordinates": [[-1.41602, -1.02685, -1.03696], [-0.83529, 1.73485, 1.99056], [0.24722, 0.12679, -0.37206], [-1.01956, 2.57433, 3.26877], [1.84794, -0.27802, -2.22562], [-1.73091, -0.07093, 0.37816], [-1.20583, 2.54865, 2.32210], [-0.75891, -1.90171, 0.87257], [-1.18041, -1.73470, 1.82529], [2.58094, -0.82007, -2.81241], [1.80542, 0.72560, -2.65517], [0.30356, -1.90660, 1.13915], [1.27808, -0.60295, -1.04059], [0.19117, 1.50380, -0.41536], [-0.97606, -0.70287, -0.09599], [1.46909, -1.62028, -0.74336], [-0.39703, 2.19318, 0.18688], [0.83466, 2.11962, -1.04135], [-1.03807, -2.86183, 0.45538]],
  "mulliken_charge": [0.391, 0.296, 1.139, 0.322, -0.708, 0.350, -0.604, -1.095, 0.364, 0.305, 0.238, 0.365, -0.040, -1.101, -0.348, 0.293, 0.342, 0.204, 0.286],
  "spin_multiplicity": 2,
  "homo_ev": [-15.1, -15.1],
  "homo_lumo_gap_ha": [0.357, 0.252],
  "relative_energy_kj_mol": 161.3,
  "s_squared": 0.778,
  "charge": 1,
  "e_lumo_ev": [-5.40, -8.25]
}

=====

{
  "formula": "C2H10NO",
  "method": "ωB97M-V with the def2-TZVPD basis set",
  "symbols": ["H", "O", "H", "H", "H", "H", "H", "C", "C", "N", "H", "H", "H", "H"],
  "coordinates": [[-0.40985, -1.91400, 0.15114], [-0.30502, 0.74714, -0.61987], [1.52594, -1.59347, 1.49775], [0.73992, -0.27668, 2.26643], [-1.28043, -0.69732, 0.73007], [0.34045, 2.49275, -1.41818], [-0.86150, -2.00654, 1.76246], [0.13354, 1.48420, -1.79006], [0.80725, -0.78965, 1.32500], [-0.58212, -1.38272, 1.00247], [1.14362, 1.11156, -1.97008], [-0.91092, 1.29803, -0.11268], [1.00580, -0.09647, 0.53932], [-0.41904, 1.34873, -2.70049]],
  "mulliken_charge": [0.363, -0.543, 0.341, 0.340, 0.318, 0.318, 0.346, -0.647, -0.657, -0.301, 0.252, 0.316, 0.285, 0.269],
  "homo_ev": -15.1,
  "homo_lumo_gap_ha": 0.420,
  "relative_energy_kj_mol": 129.1,
  "charge": 1,
  "e_lumo_ev": -3.66
}